The following is a DFT calculation (ωB97M-V/def2-TZVPD) of C7H13F3I2O2Ta as an isolated structure.

As for the charge: -1. Its spin multiplicity is 1. The gap between HOMO and LUMO comes out at 0.25894 hartree.

Element x y z (Å)
C: 3.931 0.784 -1.588
C: 2.918 0.202 -0.656
I: 3.807 -1.039 0.830
C: 1.601 0.373 -0.698
I: 0.914 1.609 -2.321
Ta: -0.008 -0.539 0.726
C: -1.867 0.420 -0.280
C: -2.111 1.913 -0.045
C: -2.909 2.217 1.185
F: -4.237 1.954 0.990
F: -2.840 3.554 1.484
F: -2.552 1.549 2.298
C: -0.107 -2.466 -0.557
O: 0.365 -3.692 0.025
O: -0.462 -3.927 1.182
H: 3.780 1.847 -1.704
H: 3.844 0.347 -2.574
H: 4.936 0.621 -1.223
H: 1.166 -1.197 1.950
H: 0.088 1.023 1.744
H: -1.249 -1.267 1.881
H: -2.758 -0.106 0.053
H: -1.775 0.207 -1.340
H: -1.194 2.482 -0.010
H: -2.708 2.319 -0.856
H: 0.397 -2.371 -1.513
H: -1.166 -2.608 -0.801
H: 0.195 -4.209 1.821

Mulliken atomic charge list, values in e, 6 entries: -1.42 0.09 0.00 -0.32 -0.17 1.00

The following is a DFT calculation (ωB97M-V/def2-TZVPD) of one molecule with the formula H4NO2PS.

As for the structure (SMILES): OP(O)NS. Its spin multiplicity is 1. The gap between HOMO and LUMO comes out at 0.30271 hartree.

Element x y z (Å)
O: 1.450 -0.439 0.695
P: 0.220 -0.894 -0.180
O: 0.856 -0.609 -1.580
N: -0.762 0.511 -0.145
S: -1.507 0.377 1.797
H: 1.429 -0.393 1.630
H: 0.669 0.248 -1.821
H: -1.653 0.537 -0.592
H: -2.898 0.493 1.413

Mulliken atomic charge list, values in e, 6 entries: -0.36 0.29 -0.39 -0.48 -0.15 0.31

The following is a DFT calculation (ωB97M-V/def2-TZVPD) of one molecule with the formula C6H8F2.

As for the structure (SMILES): CC/C=C(F)\C=C\F. Its spin multiplicity is 1. The gap between HOMO and LUMO comes out at 0.38492 hartree.

Element x y z (Å)
C: -2.276 -0.694 0.416
C: -0.924 -0.764 -0.265
C: -0.408 0.714 -0.377
C: 0.742 1.277 -0.061
F: 0.839 2.653 -0.003
C: 2.064 0.743 0.392
C: 2.555 -0.313 -0.289
F: 3.649 -1.141 0.094
H: -2.863 -1.630 0.349
H: -2.820 -0.024 -0.253
H: -2.455 -0.254 1.398
H: -0.320 -1.298 0.350
H: -1.063 -1.295 -1.247
H: -1.099 1.395 -0.814
H: 2.527 1.134 1.433
H: 1.854 -0.502 -1.124

Mulliken atomic charge list, values in e, 6 entries: -1.26 -0.29 -0.49 0.38 -0.30 -0.27

The following is a DFT calculation (ωB97M-V/def2-TZVPD) of C18H22N4O3S2 as an isolated structure.

Its spin multiplicity is 1. The gap between HOMO and LUMO comes out at 0.30812 hartree.

Element x y z (Å)
C: -1.336 1.064 1.552
H: -1.925 2.082 1.496
H: -1.757 0.463 2.282
H: -0.263 1.302 1.536
C: -1.640 0.564 0.116
N: -2.344 -0.811 0.508
C: -1.794 -1.976 1.116
O: -2.544 -2.960 1.033
C: -0.324 -2.058 1.041
H: 0.000 -1.132 1.603
H: -0.111 -3.151 1.668
S: 0.614 -2.315 -0.581
C: 1.712 -0.799 -0.301
N: 1.667 -0.284 0.709
C: 2.805 0.695 0.823
C: 2.968 1.236 2.297
C: 3.971 2.170 2.558
C: 5.044 2.214 1.599
C: 4.801 1.508 0.163
C: 3.825 0.703 0.063
C: 3.639 0.199 -1.449
N: 2.785 -1.148 -1.129
N: 3.084 -2.189 -1.945
C: 4.279 -1.941 -2.309
H: 4.743 -2.611 -3.334
C: 4.711 -0.489 -2.099
H: 5.111 0.263 -2.873
H: 5.613 -0.738 -1.506
H: 3.170 0.872 -1.919
H: 5.641 1.717 -0.393
H: 5.860 2.733 1.628
H: 4.125 2.607 3.300
H: 2.091 1.073 2.899
C: -3.793 -0.732 0.144
C: -4.509 0.412 0.720
H: -3.962 0.770 1.272
H: -5.471 0.151 1.056
S: -5.090 1.185 -0.529
O: -3.970 2.065 -1.252
O: -6.217 1.819 -0.477
C: -5.351 -0.149 -1.641
C: -3.892 -1.087 -1.237
H: -3.066 -0.422 -1.866
H: -4.005 -1.844 -1.665
H: -5.187 0.099 -2.948
H: -6.341 -0.578 -1.511
H: -4.297 -1.691 0.640
H: -0.837 0.198 -0.253
H: -2.232 0.944 -0.608

Mulliken atomic charge list, values in e, 6 entries: -1.29 0.37 0.50 0.08 -0.41 0.26

The following is a DFT calculation (ωB97M-V/def2-TZVPD) of a 2-piece molecular cluster, C2H3N3O3S overall.

Its spin multiplicity is 3. The gap between HOMO and LUMO (spin up / spin down) comes out at 0.31378 / 0.26860 hartree.

Element x y z (Å)
C: 1.450 -1.099 1.274
C: -0.289 0.385 0.530
N: 1.932 -2.077 1.725
N: 0.989 0.049 0.741
N: -0.573 1.286 -0.522
O: 0.408 1.795 -1.055
O: -1.748 1.451 -0.853
O: -1.298 0.043 1.289
S: -0.795 -1.564 -1.934
H: 1.556 0.458 0.043
H: -2.166 0.462 1.027
H: 0.532 -1.188 -2.265

Mulliken atomic charge list, values in e, 6 entries: 0.42 0.38 -0.42 -0.19 0.94 -0.70

The following is a DFT calculation (ωB97M-V/def2-TZVPD) of C27H64I2N9O15P2S2 as an isolated structure.

As for the charge: -1. Its spin multiplicity is 1. The gap between HOMO and LUMO comes out at 0.29951 hartree.

Element x y z (Å)
C: 5.574 -0.034 -0.970
C: 4.054 0.089 -0.838
I: 3.419 0.284 1.207
C: 3.361 1.128 -1.699
I: 3.735 0.624 -3.766
S: 3.717 2.915 -1.423
O: 4.376 3.018 -0.144
O: 4.440 3.406 -2.573
N: 2.232 3.517 -1.501
S: 1.345 3.736 -0.207
O: 1.317 5.124 0.221
O: 1.483 2.745 0.842
P: -0.589 3.445 -1.174
P: -0.514 1.408 -1.918
O: -1.885 0.850 -2.009
O: 0.183 1.475 -3.361
O: 0.462 0.455 -1.064
H: 5.791 -0.766 -1.755
H: 6.027 0.911 -1.277
H: 6.023 -0.412 -0.054
H: 3.598 -0.858 -1.135
H: 2.289 1.011 -1.602
H: -1.446 3.248 -0.071
H: 1.139 1.306 -3.332
H: -0.040 -0.120 -0.465
C: 0.900 -2.325 -3.930
O: 1.973 -2.902 -3.992
N: -0.204 -2.703 -4.601
C: -1.469 -2.001 -4.477
C: -0.119 -3.864 -5.468
H: 0.737 -1.438 -3.294
H: -2.235 -2.671 -4.082
H: -1.796 -1.629 -5.451
H: -1.356 -1.159 -3.798
H: 0.173 -4.748 -4.897
H: 0.627 -3.708 -6.247
H: -1.090 -4.032 -5.928
C: -6.757 -0.442 -3.600
O: -6.142 -1.192 -4.337
N: -6.271 0.106 -2.475
C: -7.060 0.988 -1.638
C: -4.903 -0.190 -2.072
H: -7.801 -0.144 -3.804
H: -6.580 1.969 -1.577
H: -7.161 0.576 -0.636
H: -8.054 1.110 -2.065
H: -4.196 0.128 -2.836
H: -4.780 -1.264 -1.922
H: -4.676 0.333 -1.148
C: -9.049 0.701 1.883
O: -8.444 -0.058 1.151
N: -8.525 1.261 2.991
C: -9.280 2.162 3.833
C: -7.150 0.941 3.340
H: -10.094 1.003 1.695
H: -8.800 3.142 3.883
H: -9.366 1.766 4.847
H: -10.282 2.288 3.424
H: -6.472 1.236 2.538
H: -7.035 -0.132 3.495
H: -6.882 1.471 4.251
C: 0.602 -2.881 1.732
O: -0.044 -1.932 1.319
N: 1.428 -3.619 0.972
C: 2.186 -4.734 1.494
C: 1.565 -3.253 -0.430
H: 0.561 -3.203 2.788
H: 3.258 -4.557 1.377
H: 1.926 -5.656 0.966
H: 1.975 -4.869 2.552
H: 1.927 -2.228 -0.517
H: 0.601 -3.314 -0.934
H: 2.266 -3.926 -0.914
C: 6.100 -3.456 2.004
O: 6.332 -2.402 1.446
N: 5.964 -3.537 3.342
C: 5.578 -4.734 4.063
C: 6.180 -2.315 4.096
H: 5.911 -4.404 1.471
H: 4.630 -4.506 4.550
H: 6.342 -5.004 4.796
H: 5.438 -5.567 3.375
H: 5.498 -1.530 3.763
H: 7.196 -1.946 3.948
H: 6.017 -2.519 5.153
C: 1.969 4.861 5.973
O: 1.339 3.856 6.250
N: 2.030 5.432 4.759
C: 2.798 6.633 4.518
C: 1.312 4.833 3.640
H: 2.561 5.407 6.731
H: 2.153 7.438 4.159
H: 3.571 6.452 3.768
H: 3.276 6.954 5.444
H: 0.244 4.785 3.856
H: 1.669 3.820 3.461
H: 1.478 5.421 2.742
C: -0.822 0.048 -7.726
O: -1.140 -0.694 -8.639
N: -1.270 1.310 -7.576
C: -0.855 2.143 -6.464
C: -2.192 1.836 -8.564
H: -0.122 -0.257 -6.930
H: -1.716 2.449 -5.869
H: -0.339 3.036 -6.824
H: -0.181 1.582 -5.822
H: -3.098 1.230 -8.604
H: -1.739 1.825 -9.556
H: -2.451 2.858 -8.295
C: 2.549 -2.753 4.287
O: 2.498 -3.947 4.554
N: 1.884 -1.787 4.936
C: 1.987 -0.392 4.544
C: 1.036 -2.157 6.055
H: 3.158 -2.367 3.451
H: 2.382 0.210 5.364
H: 1.010 0.002 4.259
H: 2.657 -0.301 3.690
H: 1.622 -2.648 6.833
H: 0.259 -2.852 5.733
H: 0.574 -1.260 6.460

Mulliken atomic charge list, values in e, 6 entries: -1.12 -0.43 0.32 1.40 0.13 1.39

no.,total energy (eV),maximum force (eV Å⁻¹)
1,-37463.2196,1.529
2,-25773.3704,4.159
3,-11784.0188,3.445
4,-52775.0053,18.868
5,-23564.2723,3.492
6,-129614.5775,1.356